(1)
Below is a cluster of 23 separate species, C70H198N12O23 in total in a non-equilibrium geometry, with properties calculated with wB97M-V/def2-TZVPD.

As for the HOMO energy: -7.86 eV. Its energy above the lowest of the compared OMol25 structures with the same formula, charge and spin is 0.0 kJ/mol. The value obtained for the largest force on an atom is 2.70 eV/A. The calculation puts the frontier orbital gap at 8.31 eV.

CARTESIAN COORDINATES (ANGSTROEM)
C  -30.73093  -10.00399  6.71343
C  -30.29430  -10.76075  7.94678
C  -31.42745  -11.50432  8.59678
O  -32.53789  -10.67833  8.99249
C  -33.65100  -11.34733  9.65135
N  -29.24774  -11.68611  7.56414
H  -29.89354  -9.63063  6.12393
H  -31.31292  -9.12581  6.99303
H  -31.36345  -10.66845  6.12478
H  -29.89454  -10.04014  8.66022
H  -31.01847  -12.09260  9.41821
H  -31.75067  -12.24104  7.86134
H  -33.35104  -11.99669  10.47383
H  -34.09823  -11.98480  8.88865
H  -34.38192  -10.64055  10.04419
H  -28.79179  -11.97082  8.41922
H  -28.54807  -11.14935  7.07176
C  -37.69725  -8.37290  2.15615
C  -37.06027  -8.45412  0.75982
C  -37.56881  -9.71724  -0.02256
O  -37.37172  -10.99365  0.61428
C  -36.00295  -11.38147  0.56833
N  -37.26029  -7.21808  0.03752
H  -38.77715  -8.24119  2.08859
H  -37.32173  -7.51458  2.71325
H  -37.51115  -9.19358  2.84892
H  -35.97269  -8.48277  0.82659
H  -37.00513  -9.65820  -0.95363
H  -38.63661  -9.60841  -0.21245
H  -35.35292  -10.85869  1.26994
H  -35.60530  -11.30550  -0.44371
H  -35.83315  -12.40514  0.90203
H  -36.70218  -6.57488  0.58057
H  -36.79238  -7.22939  -0.85748
C  -39.50912  -6.87436  11.76049
C  -40.31203  -6.21654  10.62043
C  -41.72490  -6.84035  10.48465
O  -42.39015  -6.26511  9.34272
C  -43.74907  -6.68223  9.29322
N  -40.28523  -4.80332  10.85440
H  -40.05818  -6.87485  12.70210
H  -38.65157  -6.20966  11.86466
H  -39.04286  -7.82866  11.51547
H  -39.82891  -6.40313  9.66132
H  -42.37563  -6.78711  11.35747
H  -41.59669  -7.90527  10.29077
H  -44.24418  -6.17911  10.12377
H  -43.85375  -7.74818  9.49547
H  -44.22366  -6.34915  8.37023
H  -40.72080  -4.63105  11.74922
H  -40.86717  -4.37221  10.15043
C  -30.21624  -0.72037  14.64733
C  -28.89482  -1.53857  14.60694
C  -28.39870  -1.94700  15.99244
O  -27.89435  -0.79400  16.72227
C  -27.32766  -1.09390  17.96896
N  -29.05814  -2.70220  13.77287
H  -30.04699  0.16627  15.25833
H  -31.05210  -1.24820  15.10647
H  -30.61987  -0.31063  13.72143
H  -28.07059  -0.99568  14.14430
H  -27.66461  -2.75090  15.93813
H  -29.22275  -2.31373  16.60445
H  -26.41511  -1.68184  17.87057
H  -28.02166  -1.65806  18.59201
H  -26.91482  -0.17844  18.39274
H  -29.40566  -2.50266  12.84576
H  -28.16355  -3.15125  13.63811
C  -24.21655  -5.02188  9.56228
C  -24.06548  -3.61511  9.05889
C  -24.48339  -2.57453  10.15462
O  -25.88169  -2.76743  10.36402
C  -26.38679  -1.66161  11.16283
N  -22.72005  -3.36519  8.61407
H  -23.55329  -5.32094  10.37391
H  -24.11528  -5.74596  8.75385
H  -25.23665  -5.25108  9.87043
H  -24.79878  -3.55641  8.25459
H  -24.26583  -1.56103  9.81759
H  -23.89149  -2.58674  11.06982
H  -27.42857  -1.92510  11.34550
H  -26.22110  -0.71967  10.63996
H  -25.84615  -1.61518  12.10816
H  -22.51069  -3.78518  7.71972
H  -22.66515  -2.36581  8.47871
C  -26.07269  -9.24079  10.28881
C  -26.38996  -10.70204  10.07000
C  -27.66927  -11.08951  10.76498
O  -27.85536  -12.52227  10.51793
C  -28.95348  -13.07488  11.30247
N  -26.34030  -11.04384  8.62968
H  -25.04239  -9.05325  9.98646
H  -26.14855  -8.96678  11.34107
H  -26.73744  -8.52562  9.80430
H  -25.60574  -11.29189  10.54450
H  -28.53922  -10.62911  10.29665
H  -27.50497  -10.83602  11.81228
H  -29.61982  -12.27860  11.63418
H  -28.55527  -13.49575  12.22572
H  -29.52465  -13.75625  10.67191
H  -25.37670  -10.98087  8.33366
H  -26.51436  -12.02951  8.49455
C  -31.56368  -9.92952  2.93265
C  -32.90519  -9.49968  2.49596
C  -33.97244  -9.73065  3.56336
O  -34.20524  -11.06035  3.96114
C  -35.22157  -11.13752  4.96748
N  -32.77199  -8.10941  2.03904
H  -31.39882  -9.61643  3.96361
H  -30.76502  -9.52733  2.30935
H  -31.41013  -11.00696  2.99310
H  -33.13408  -10.16161  1.66077
H  -34.88934  -9.24807  3.22498
H  -33.64829  -9.10201  4.39273
H  -34.83801  -10.70854  5.89320
H  -35.39438  -12.20411  5.11109
H  -36.16254  -10.69732  4.63749
H  -33.72980  -7.78914  2.02683
H  -32.36358  -8.11105  1.11531
C  -30.53746  -0.70228  6.56693
C  -29.78765  -0.97551  7.96558
C  -28.23965  -0.80234  7.97159
O  -27.83711  -1.62616  6.92110
C  -26.50196  -1.47669  6.55480
N  -30.44846  -0.13550  8.89689
H  -30.21301  -1.51527  5.91742
H  -30.30490  0.26640  6.12459
H  -31.61968  -0.78189  6.66984
H  -29.95037  -2.02810  8.19726
H  -27.80367  -1.09693  8.92618
H  -27.97950  0.25068  7.86407
H  -26.18701  -0.46639  6.29368
H  -26.23968  -2.01658  5.64495
H  -25.91633  -1.90337  7.36910
H  -31.42643  -0.08269  8.65015
H  -30.21520  0.80031  8.59700
C  -30.12351  -6.50246  8.78505
C  -31.56766  -6.53618  9.24948
C  -32.57722  -6.60438  8.07554
O  -33.92097  -6.39385  8.47329
C  -34.83276  -6.47048  7.36538
N  -31.75768  -7.75113  10.10712
H  -29.42039  -6.55221  9.61647
H  -29.93577  -5.68163  8.09287
H  -29.95720  -7.38547  8.16801
H  -31.80559  -5.67466  9.87340
H  -32.44973  -7.54747  7.54410
H  -32.28492  -5.88068  7.31467
H  -35.84330  -6.16364  7.63514
H  -34.87572  -7.51848  7.06883
H  -34.59151  -5.86602  6.49102
H  -31.77206  -8.56657  9.51134
H  -32.69249  -7.74934  10.48951
C  -32.75365  -3.78209  14.33932
C  -32.19132  -4.52340  15.58931
C  -32.70471  -5.97385  15.84361
O  -34.04930  -6.07469  16.05717
C  -34.58858  -5.34366  17.10175
N  -30.77031  -4.73862  15.29230
H  -32.76166  -4.45277  13.48012
H  -32.16558  -2.88294  14.15547
H  -33.76527  -3.43856  14.55546
H  -32.25537  -4.01724  16.55253
H  -32.22306  -6.41512  16.71619
H  -32.38273  -6.56741  14.98797
H  -34.74075  -4.29853  16.83219
H  -34.02388  -5.38214  18.03327
H  -35.55058  -5.79327  17.34774
H  -30.21388  -3.92127  15.08633
H  -30.67216  -5.37106  14.51096
C  -27.77038  -9.01007  3.69984
C  -27.00395  -8.95933  4.97018
C  -27.31879  -7.75231  5.91972
O  -26.91570  -6.51532  5.34904
C  -27.20691  -5.50129  6.30503
N  -27.21090  -10.24872  5.63826
H  -27.35928  -9.67083  2.93662
H  -27.81185  -7.96226  3.40238
H  -28.77190  -9.40224  3.87664
H  -25.96982  -8.74896  4.69740
H  -26.71953  -7.89865  6.81837
H  -28.39018  -7.78388  6.11779
H  -28.20737  -5.57192  6.73188
H  -27.21877  -4.52070  5.82922
H  -26.44179  -5.48130  7.08111
H  -26.76550  -10.29249  6.54369
H  -26.66447  -10.90962  5.10466
C  -36.73670  -3.33176  6.69911
C  -38.21465  -3.66443  6.61133
C  -38.53265  -5.16330  6.88243
O  -37.98054  -5.92594  5.85703
C  -38.48364  -7.19932  5.74628
N  -39.01091  -2.74516  7.47100
H  -36.26908  -3.66903  7.62414
H  -36.56476  -2.26246  6.57607
H  -36.17408  -3.80314  5.89327
H  -38.49924  -3.51991  5.56911
H  -39.60907  -5.30928  6.97259
H  -38.22737  -5.49706  7.87415
H  -39.49465  -7.25212  5.34234
H  -38.44534  -7.71217  6.70732
H  -37.94652  -7.73811  4.96569
H  -39.96727  -3.06993  7.46881
H  -38.58966  -2.92607  8.37096
C  -31.16449  -4.37693  4.49795
C  -30.95797  -5.75476  3.81208
O  -32.09202  -6.54974  4.11245
H  -31.99891  -3.81194  4.08245
H  -30.21329  -3.84473  4.50574
H  -31.49708  -4.46468  5.53226
H  -30.09747  -6.23702  4.27585
H  -30.67754  -5.87294  2.76541
H  -32.21348  -7.22770  3.44371
C  -28.43582  -7.79224  12.77329
C  -29.12595  -6.46129  12.68019
O  -30.55292  -6.72986  12.64699
H  -28.86883  -8.53265  12.10069
H  -28.55122  -8.26917  13.74659
H  -27.35900  -7.64389  12.69241
H  -28.75211  -5.99003  11.77120
H  -28.88556  -5.72762  13.44962
H  -30.69660  -7.03505  11.74820
C  -34.40578  -6.26964  11.88203
C  -35.49469  -6.80853  10.99505
O  -34.89456  -7.92741  10.41899
H  -34.21353  -6.91622  12.73823
H  -34.74490  -5.33995  12.33895
H  -33.46147  -6.21907  11.33997
H  -35.84850  -6.05859  10.28759
H  -36.39213  -7.07354  11.55405
H  -34.41667  -7.54267  9.68062
C  -25.48095  -5.16449  14.66734
C  -25.57760  -5.22488  13.13135
O  -26.54638  -4.36831  12.66163
H  -26.35077  -5.15057  15.32409
H  -25.11702  -4.16260  14.89509
H  -24.72377  -5.82520  15.08951
H  -25.74855  -6.21716  12.71389
H  -24.61468  -4.85813  12.77583
H  -26.29475  -3.94229  11.83896
C  -37.14974  -9.80535  7.86823
C  -37.94549  -9.33707  9.13484
O  -37.13227  -9.62725  10.27896
H  -36.26679  -9.19519  7.67795
H  -37.74388  -9.82203  6.95455
H  -36.72077  -10.80348  7.95679
H  -38.87513  -9.90608  9.14520
H  -38.25463  -8.29314  9.08259
H  -36.28740  -9.18272  10.17807
C  -34.73754  -5.12331  3.34169
C  -35.86039  -4.28887  2.78743
O  -36.57291  -4.95037  1.81358
H  -34.14868  -5.53227  2.52065
H  -35.12387  -5.99473  3.87034
H  -34.18701  -4.46490  4.01364
H  -35.59895  -3.30177  2.40613
H  -36.58675  -4.01342  3.55203
H  -37.43258  -4.53309  1.72166
C  -36.02186  -2.63986  11.00981
C  -37.28291  -3.42425  11.35279
O  -37.73109  -3.96593  10.17518
H  -35.68593  -2.01827  11.83979
H  -36.08220  -2.00881  10.12310
H  -35.19535  -3.31698  10.79422
H  -38.06348  -2.71217  11.62066
H  -37.14450  -4.25951  12.03929
H  -38.58557  -4.34115  10.40030
C  -36.18718  -9.01750  14.32567
C  -35.32239  -9.05880  15.62811
O  -35.56220  -10.26746  16.27404
H  -37.22347  -9.21021  14.60328
H  -35.78256  -9.74896  13.62616
H  -36.21735  -8.02572  13.87448
H  -35.55963  -8.22236  16.28552
H  -34.25736  -8.90206  15.45705
H  -34.73429  -10.41344  16.73755
C  -33.46727  -1.07568  4.02323
C  -33.87883  -0.45550  2.67392
O  -32.98510  0.59429  2.41897
H  -33.33972  -0.25622  4.73056
H  -32.50307  -1.57692  3.93850
H  -34.21553  -1.79134  4.36386
H  -34.79370  0.01470  3.03449
H  -34.01510  -1.14990  1.84486
H  -33.26922  0.95689  1.57672
C  -32.20658  -2.60629  9.99432
C  -30.94284  -2.94522  10.73865
O  -30.36201  -1.71065  11.01659
H  -32.89036  -3.44844  9.88781
H  -31.91529  -2.46075  8.95410
H  -32.77120  -1.76732  10.40107
H  -30.28066  -3.60077  10.17309
H  -31.20976  -3.41337  11.68612
H  -30.36972  -1.15316  10.23510
C  -32.14107  -10.35123  12.66277
C  -31.97358  -9.39900  13.84373
O  -30.64236  -9.33759  14.18891
H  -31.63724  -10.02009  11.75470
H  -33.20406  -10.26085  12.43921
H  -32.01216  -11.40347  12.91631
H  -32.54468  -9.79489  14.68351
H  -32.31605  -8.40046  13.57218
H  -30.31774  -8.48312  13.89547


(2)
Below is an isolated molecule of CH2N2OS2 in a non-equilibrium geometry, with properties calculated with wB97M-V/def2-TZVPD.

As for the HOMO energy (spin up / spin down): -9.02 / -8.22 eV. Its energy above the lowest of the compared OMol25 structures with the same formula, charge and spin is 166.8 kJ/mol. The value obtained for the largest force on an atom is 3.26 eV/A. The calculation puts the frontier orbital gap (spin up / spin down) at 7.63 / 6.30 eV.

CARTESIAN COORDINATES (ANGSTROEM)
C  0.41745  0.55873  0.12110
N  -0.83515  0.39150  0.51127
N  1.36680  -0.24437  -0.48171
O  -3.22369  0.13588  0.70960
S  1.17335  -1.76076  -1.12480
S  -1.99684  -0.61329  0.52981
H  0.88578  1.27445  0.66817
H  2.21231  0.25786  -0.93345


(3)
Below is a cluster of 2 separate species, C3H10NP in total in a non-equilibrium geometry, with properties calculated with wB97M-V/def2-TZVPD.

As for the HOMO energy: -8.55 eV. Its energy above the lowest of the compared OMol25 structures with the same formula, charge and spin is 285.2 kJ/mol. The value obtained for the largest force on an atom is 3.56 eV/A. Its SMILES is [H]/P=N/CC.C. The calculation puts the frontier orbital gap at 8.22 eV.

CARTESIAN COORDINATES (ANGSTROEM)
C  -0.76820  1.16144  0.59020
C  1.29986  -0.05348  -1.96349
C  -1.40981  -0.06010  1.22414
N  -0.57597  -1.19284  1.38501
P  1.00182  -1.19332  1.57926
H  -1.30795  2.00247  0.75108
H  0.29270  1.30916  0.66715
H  -0.96268  0.91158  -0.41778
H  2.18426  0.20014  -1.37295
H  0.92605  -0.86570  -1.50306
H  1.82148  -0.20248  -2.84153
H  -1.83152  0.22176  2.25785
H  -2.32460  -0.44785  0.61062
H  0.61383  0.73742  -1.95544
H  1.04074  -2.52819  0.98893


(4)
Below is a structure of composition C25H44CeCl3N4O3SeSi in a non-equilibrium geometry, with properties calculated with wB97M-V/def2-TZVPD.

As for the HOMO energy (spin up / spin down): -7.47 / -7.46 eV. Its energy above the lowest of the compared OMol25 structures with the same formula, charge and spin is 47.9 kJ/mol. The value obtained for the largest force on an atom is 3.22 eV/A. Its spin multiplicity is 2. The calculation puts the frontier orbital gap (spin up / spin down) at 7.62 / 7.61 eV.

CARTESIAN COORDINATES (ANGSTROEM)
C  1.29022  -3.94264  -4.30041
C  0.66659  -3.43847  -3.02101
H  0.57658  -4.63104  -4.78537
H  2.22676  -4.49877  -4.11051
H  1.47193  -3.10903  -4.99513
C  0.13592  -4.30560  -2.13445
C  0.41710  -5.75897  -2.12043
H  -0.54812  -3.99786  -1.35587
H  1.46845  -5.93410  -1.85315
H  0.23309  -6.27298  -3.07061
H  -0.21466  -6.22758  -1.35872
Ce  1.11161  1.79068  1.86899
Cl  0.82455  3.02945  -0.40844
Cl  3.55551  1.36076  2.58124
C  -2.03792  1.96979  0.98374
O  -1.24030  1.86710  1.96689
N  -3.35323  1.86302  1.17998
C  -3.78867  1.43285  2.49999
C  -4.33146  2.50771  0.31296
H  -1.67981  2.13696  -0.04112
H  -3.41029  0.42982  2.72720
H  -4.87773  1.43285  2.50771
H  -3.41538  2.11957  3.26713
H  -4.11058  2.33965  -0.74712
H  -4.36145  3.59625  0.47482
H  -5.33139  2.12200  0.53621
H  1.79101  -3.16606  1.32268
H  -0.93974  -3.88011  1.42808
C  1.63849  -2.78745  2.34688
C  -0.66089  -3.66301  2.47273
N  0.21593  -2.49922  2.57188
H  2.24014  -1.88864  2.52304
C  -0.23051  -1.36314  3.17589
O  0.44337  -0.33844  3.41851
H  -1.57392  -3.47547  3.05103
H  -1.31594  -1.40538  3.41751
H  1.92492  -3.58991  3.04179
H  -0.13732  -4.54209  2.87121
O  1.90463  -1.50392  -2.08870
C  0.69835  -1.91693  -2.77962
C  -0.72442  -1.88564  -0.72478
C  -0.54941  -1.45996  -2.03607
H  0.10556  -2.42671  -0.26744
C  -1.89642  -1.57944  -0.02660
H  0.71873  -1.44710  -3.77529
C  -1.50448  -0.62742  -2.61171
H  -1.94088  -1.84692  1.03404
C  -2.94379  -0.96362  -0.68874
C  -2.72709  -0.42505  -1.96322
H  -1.25492  -0.17463  -3.57514
H  -3.90981  -0.89602  -0.19375
H  -3.51015  0.14268  -2.46328
Si  3.46732  -1.24142  -2.49912
Cl  0.54430  -0.13910  0.63602
C  4.30555  -1.74788  -0.89581
C  3.43687  0.64856  -2.60563
C  4.13641  -1.95459  -4.06779
H  3.65674  -1.43970  -0.06605
H  5.28042  -1.26649  -0.76505
H  4.47455  -2.82415  -0.78417
H  4.25134  -3.04665  -4.04871
H  5.12234  -1.50387  -4.22183
H  3.49821  -1.66384  -4.91268
H  3.40193  1.08979  -1.59546
H  2.48999  0.95007  -3.08336
H  4.26019  1.10859  -3.17753
C  -0.00858  6.20741  -0.00426
N  -0.55276  5.72443  1.24617
C  -1.88051  5.81099  1.60998
C  -1.98558  5.29189  2.86112
N  -0.72927  4.85902  3.23029
C  -0.41751  4.20606  4.48453
C  0.18360  5.14859  2.24452
Se  1.99341  4.89312  2.34889
H  -0.55607  7.11055  -0.29852
H  -0.11244  5.45206  -0.79366
H  1.05185  6.43129  0.15132
H  -2.61421  6.26124  0.95908
H  -2.82829  5.21961  3.52805
H  -0.82777  4.79647  5.31623
H  -0.85604  3.19482  4.52463
H  0.67529  4.15131  4.59335